The following is a DFT calculation (wB97M-V/def2-TZVPD) of a 2-piece molecular cluster, C5H12O2 overall.

Geometry as XYZ:
```
19
Properties=species:S:1:pos:R:3:forces:R:3:nbo_charge:R:1
C -1.2601 -1.8947 -1.6998 -0.3 0.0 -0.1 -0.194
O -0.4857 -1.4375 -0.7462 0.2 -0.3 0.2 -0.350
C -0.2319 -0.1924 -0.4825 -0.1 0.4 0.1 0.088
C 0.7396 0.1281 0.6086 0.0 -0.1 0.0 -0.322
C 1.6870 1.2536 0.1786 0.0 0.1 0.0 -0.599
C 0.0076 0.5089 1.9067 0.2 0.3 -0.1 -0.047
O -0.7581 -0.5494 2.4342 -0.2 -0.1 -0.2 -0.710
H -2.0064 -1.2287 -2.1197 0.1 -0.1 0.0 0.162
H 0.1135 -0.8136 -2.9280 0.1 0.1 0.0 -0.006
H -1.3497 -2.9691 -1.7241 0.0 0.1 0.0 0.184
H 0.4706 -0.2185 -2.5944 0.0 -0.1 -0.1 -0.031
H -0.8953 0.5575 -0.9132 0.1 -0.1 0.0 0.168
H 1.3114 -0.7860 0.8105 0.0 0.1 0.0 0.224
H 2.3922 1.5049 0.9790 -0.1 -0.1 -0.1 0.213
H 1.1262 2.1638 -0.0669 0.1 -0.1 0.0 0.204
H 2.2593 0.9660 -0.7077 -0.1 0.0 0.1 0.221
H 0.7349 0.7715 2.6822 -0.1 0.0 -0.1 0.181
H -0.6118 1.4044 1.7221 0.1 -0.2 0.0 0.151
H -1.3279 -0.8777 1.7259 0.0 0.0 0.2 0.463
```
Forces are in eV/Å.

## Properties
- LUMO level (alpha / beta) (hartree) = 0.02175 / 0.02090
- E_tot (eV) = -9470.131
- Kohn-Sham gap (alpha / beta) (hartree) = 0.3005 / 0.2940


The following is a DFT calculation (wB97M-V/def2-TZVPD) of a 2-piece molecular cluster, C5H12O2 overall in a non-equilibrium geometry.

Geometry as XYZ:
```
19
Properties=species:S:1:pos:R:3:forces:R:3:nbo_charge:R:1
C 0.6622 -1.0753 -0.6428 -0.4 0.1 0.1 -0.395
C -2.1866 0.3345 0.6148 -1.0 -0.9 -0.2 0.359
C -0.3495 1.5581 1.3510 1.1 0.5 0.9 -0.226
C 1.6524 -1.1873 0.5094 -0.1 0.1 -0.1 -0.610
C 0.9839 0.1014 -1.5570 -0.2 -0.2 0.1 -0.609
O -1.3919 1.3460 0.5786 -0.5 0.2 -0.8 -0.404
O -3.1871 0.2561 -0.3131 0.3 0.3 0.2 -0.680
H -3.0052 0.8939 -1.0149 0.0 0.0 0.0 0.487
H 0.6872 -1.9983 -1.2266 -0.1 0.0 0.0 0.193
H -2.2947 -0.3244 1.4608 0.2 0.1 0.1 0.153
H -0.3800 -0.9697 -0.2557 0.7 -0.1 -0.2 0.188
H 0.1525 2.4900 1.1853 0.0 0.2 -0.1 0.172
H -0.2400 1.0177 2.2759 -0.1 -0.2 0.0 0.155
H 0.2745 0.1529 -2.3798 0.0 0.1 -0.1 0.201
H 1.6271 -0.2814 1.1164 0.1 0.0 0.0 0.207
H 1.4119 -2.0358 1.1443 0.0 -0.1 0.1 0.203
H 2.6703 -1.3149 0.1322 0.0 0.0 0.0 0.198
H 1.9818 0.0026 -1.9750 0.2 0.0 -0.1 0.199
H 0.9312 1.0337 -1.0039 0.0 0.2 0.1 0.206
```
Forces are in eV/Å.

## Properties
- LUMO level (alpha / beta) (hartree) = 0.02924 / 0.02930
- E_tot (eV) = -9470.648
- Kohn-Sham gap (alpha / beta) (hartree) = 0.2765 / 0.2976


The following is a DFT calculation (wB97M-V/def2-TZVPD) of a 2-piece molecular cluster, C5H12O2 overall.

Geometry as XYZ:
```
19
Properties=species:S:1:pos:R:3:forces:R:3:nbo_charge:R:1
C -1.5718 -0.6094 1.7374 -0.3 0.0 0.1 -0.259
O -0.2372 -0.2872 1.4203 0.1 -0.1 0.0 -0.732
C -0.0129 0.5676 -0.6749 0.1 0.4 -0.1 0.344
C -0.4262 1.8666 -0.0824 0.0 -0.1 0.1 -0.699
C 1.4293 0.2505 -0.8998 -0.1 0.0 0.1 -0.543
C 1.3213 -1.2181 -1.3076 0.2 0.1 -0.2 -0.053
O 0.2346 -1.6292 -0.5534 0.0 -0.2 0.1 -0.795
H -2.1195 0.3122 1.9722 0.1 -0.1 0.0 0.165
H -1.6183 -1.2622 2.6196 0.0 0.1 -0.1 0.180
H -2.0675 -1.1197 0.8993 0.1 0.1 0.1 0.178
H -0.7155 0.1351 -1.3788 0.1 0.0 0.1 0.212
H 0.2256 2.1822 0.7330 -0.1 0.0 -0.1 0.237
H -1.4665 1.8599 0.2526 0.1 0.0 -0.1 0.238
H -0.3562 2.5958 -0.9075 0.0 -0.1 0.1 0.244
H 1.9483 0.3328 0.0626 0.0 0.0 -0.1 0.233
H 1.8905 0.9855 -1.5818 -0.1 -0.1 0.1 0.227
H 1.1272 -1.2964 -2.3955 0.0 0.0 0.1 0.139
H 2.2475 -1.7838 -1.1112 -0.2 0.1 0.0 0.166
H 0.1064 -1.0342 0.8072 0.0 0.0 -0.1 0.517
```
Forces are in eV/Å.

## Properties
- LUMO level (alpha / beta) (hartree) = -0.01476 / -0.01475
- E_tot (eV) = -9470.598
- Kohn-Sham gap (alpha / beta) (hartree) = 0.3008 / 0.3009


The following is a DFT calculation (wB97M-V/def2-TZVPD) of C5H12O2 as an isolated structure in a non-equilibrium geometry.

Geometry as XYZ:
```
19
Properties=species:S:1:pos:R:3:forces:R:3:nbo_charge:R:1
C 2.3447 -0.4896 1.6005 0.4 -0.2 0.3 -0.866
C 0.1477 0.7486 0.5111 -1.2 0.1 -0.8 -0.457
C 0.4651 -0.2368 -0.4686 0.8 -0.6 -0.1 0.358
O 0.2729 -1.4469 -0.3369 0.1 0.1 -0.5 -0.670
C -1.4174 0.5367 -0.3639 -0.5 0.7 0.3 0.136
C -1.7264 0.2221 -1.8695 0.3 0.2 0.2 -0.643
O -2.0547 -0.4100 0.4178 0.0 0.0 0.1 -0.717
H 2.4754 -1.1119 2.4778 0.5 0.0 0.2 0.216
H 3.2253 -0.4882 0.9573 0.2 -0.1 0.2 0.211
H 2.1603 0.5378 1.9334 -0.1 -0.3 -0.1 0.195
H -0.1127 0.4515 1.5308 -0.1 -0.1 -0.6 0.247
H 0.7066 1.6986 0.5077 -0.7 -0.3 -0.7 0.234
H 0.8097 0.2217 -1.4080 0.2 -0.4 -0.2 0.141
H 1.5378 -0.9593 1.0454 0.5 0.2 0.7 0.239
H -1.7604 1.5337 -0.1552 -0.7 0.3 0.2 0.204
H -1.4829 -0.8092 -2.1627 0.1 0.3 0.4 0.230
H -2.8184 0.3217 -1.9713 0.4 0.1 0.2 0.233
H -1.2655 0.9029 -2.5918 0.1 0.0 0.2 0.213
H -1.5069 -1.2233 0.3460 -0.2 0.2 0.0 0.494
```
Forces are in eV/Å.

## Properties
- LUMO level (hartree) = 0.03261
- E_tot (eV) = -9471.878
- Kohn-Sham gap (hartree) = 0.3843


The following is a DFT calculation (wB97M-V/def2-TZVPD) of one molecule with the formula C5H12O2 in a non-equilibrium geometry.

Geometry as XYZ:
```
19
Properties=species:S:1:pos:R:3:forces:R:3:nbo_charge:R:1
C -2.1692 -0.0273 -1.3954 -0.7 1.1 1.9 -0.066
O -2.8356 0.8722 -0.4741 0.1 0.2 0.3 -0.739
C -0.6720 -0.0372 -1.2116 0.3 -0.6 -1.9 -0.416
C -0.0911 -0.2959 0.1693 0.6 2.7 -0.8 -0.423
C 1.4293 -0.0169 0.0470 0.4 -1.9 1.8 -0.407
C 2.1101 -0.2868 1.4451 -1.0 -0.1 -1.8 -0.058
O 1.4551 0.4881 2.4319 0.5 0.2 0.2 -0.729
H -2.4578 0.3363 -2.3763 0.1 -0.8 -0.5 0.173
H -2.6340 -0.9417 -1.0334 0.1 -0.5 -0.9 0.183
H -2.4335 1.7458 -0.4862 0.1 0.0 -0.2 0.457
H -0.2968 -0.8721 -1.8835 -0.2 1.0 0.4 0.202
H -0.2955 0.9268 -1.6788 -0.1 -1.0 0.8 0.197
H -0.4618 0.4774 0.8449 -0.3 -0.2 0.1 0.217
H -0.3631 -1.2563 0.5867 0.3 -0.4 -0.1 0.205
H 1.8032 0.9773 -0.2254 -1.0 0.0 -0.3 0.209
H 1.8331 -0.7472 -0.6661 0.2 0.2 0.0 0.193
H 2.0938 -1.3702 1.6393 0.1 0.3 0.3 0.159
H 3.1152 0.0734 1.2984 0.6 -0.1 0.6 0.170
H 0.8708 -0.0456 2.9682 -0.1 -0.2 0.0 0.474
```
Forces are in eV/Å.

## Properties
- LUMO level (hartree) = 0.03383
- E_tot (eV) = -9473.571
- Kohn-Sham gap (hartree) = 0.3974


The following is a DFT calculation (wB97M-V/def2-TZVPD) of a 3-piece molecular cluster, C5H12O2 overall in a non-equilibrium geometry.

Geometry as XYZ:
```
19
Properties=species:S:1:pos:R:3:forces:R:3:nbo_charge:R:1
C -0.7573 1.4363 -1.9413 -0.3 -1.4 -0.3 -0.166
C -1.9667 1.8544 -1.5989 -0.6 -0.1 0.5 -0.393
C 0.2564 0.8268 -1.0095 -0.1 0.4 1.2 -0.498
C 1.6499 0.4884 -1.4987 -1.4 0.6 0.1 -0.157
C 2.6170 1.3854 -1.3499 -0.2 -0.8 -1.2 -0.402
H -0.6445 1.0988 -2.9702 0.1 0.3 -0.1 0.190
H -2.8147 1.7695 -2.2654 0.2 0.6 -0.5 0.196
H -2.2910 2.1043 -0.5914 0.5 -0.1 0.1 0.185
H -0.2183 -0.0901 -0.6348 0.1 -0.1 -0.4 0.226
H 0.3615 1.3679 -0.0637 -0.1 0.5 -0.2 0.221
H 1.6316 -0.4821 -1.9705 1.1 -0.3 0.1 0.199
H 3.6382 1.1700 -1.6318 0.1 0.2 0.0 0.201
H 2.2632 2.3965 -1.2093 0.5 0.2 0.8 0.199
H 1.1271 -3.2644 2.8307 0.0 0.1 0.0 0.471
H 2.2868 -2.3646 3.2919 -0.3 -0.1 -0.1 0.466
O 1.3813 -2.3439 2.9531 0.3 0.0 0.1 -0.937
H -3.1426 -2.8994 3.8015 -0.1 0.1 -0.1 0.468
H -2.8891 -1.8605 2.6917 -0.1 0.0 0.1 0.470
O -2.4889 -2.5933 3.1665 0.1 -0.1 0.0 -0.939
```
Forces are in eV/Å.

## Properties
- LUMO level (hartree) = 0.02864
- E_tot (eV) = -9472.239
- Kohn-Sham gap (hartree) = 0.3735


Record-wise ΔE to the lowest compared entry with this formula, charge and spin values, in kcal per mole: 115.4, 103.5, 104.6, 75.1, 36.1, 66.8